19
Properties=species:S:1:pos:R:3:forces:R:3 method="wB97M-V/def2-TZVPD" de_lowest_kcal_mol=95.9 e_homo_ev=-13.20 fmax_ev_per_a=6.0 total_charge=+1 total_energy_ev=-79395.5629 homo_lumo_gap_ha=0.369 e_lumo_ha=-0.116
C -0.27035 3.08927 -0.54398 1.077 -4.005 -1.998
C -1.03341 -0.02213 0.31770 -1.846 2.701 0.240
C -0.34512 1.12481 0.00357 1.212 -1.272 -0.063
C 1.17321 0.61028 0.01365 -2.739 0.961 5.301
C 1.03940 -0.87274 -0.01132 1.505 -1.456 -1.768
C -0.91832 -2.54633 0.33852 1.107 -0.821 0.110
N 0.20025 3.12726 -1.68031 -0.531 -0.304 1.902
N -0.25992 -1.22188 0.69441 2.197 -0.346 1.884
Br -2.96840 -0.28270 0.48873 1.400 0.564 -0.048
H -0.43045 3.58292 0.37280 -0.337 0.953 0.620
H 1.72340 1.00192 -0.73403 1.781 1.166 -2.608
H 1.66344 0.97062 1.04713 -0.961 -0.672 -2.125
H 1.00688 -1.20119 -1.08107 -0.504 0.051 0.897
H 1.93903 -1.36419 0.40672 -0.843 -0.099 0.225
H -1.34395 -2.41437 -0.63971 0.176 -0.134 -0.530
H -0.20245 -3.41417 0.40471 -0.319 1.284 -0.303
H -1.73856 -2.82649 0.98350 -0.063 0.601 0.509
H 0.64609 3.91486 -2.13432 -0.444 0.508 0.181
H 0.11923 -1.25576 1.75330 -1.869 0.319 -2.425

77
Properties=species:S:1:pos:R:3:forces:R:3 method="wB97M-V/def2-TZVPD" de_lowest_kcal_mol=62.2 e_homo_ev=-3.66 fmax_ev_per_a=1.7 total_charge=-1 total_energy_ev=-315071.3946 homo_lumo_gap_ha=0.211 e_lumo_ha=0.076
Zn -0.47804 1.47196 1.01485 0.450 0.290 0.126
C 2.10574 2.73017 -2.18011 -0.027 -0.022 -0.069
C 0.68713 2.96480 -2.66272 -0.381 -0.557 0.223
Ge -0.47237 1.31201 -2.56424 -0.276 0.649 -0.736
C -2.38875 1.95405 -2.55249 0.691 -0.240 0.269
C -3.37510 0.85075 -2.21476 0.043 0.017 -0.022
C -0.07877 0.26201 -4.20502 -0.093 0.183 0.473
C 0.38728 -0.93620 -3.82307 -0.145 0.501 0.858
Ge 0.24710 -0.97733 -1.80081 0.039 0.036 -0.455
C -1.19984 -2.39181 -1.46246 0.488 0.593 -0.190
C -0.75734 -3.71861 -0.87352 0.113 0.088 0.155
C 2.10200 -0.99432 -0.93986 -0.763 0.030 -0.276
C 2.72574 -2.33976 -0.61631 -0.063 -0.059 0.098
C 0.82257 -2.03199 -4.66788 0.243 -0.545 -0.334
C 1.25648 -3.20403 -4.05132 -0.095 0.198 0.005
C 1.66757 -4.29738 -4.78281 0.107 -0.219 -0.103
C 1.66203 -4.23973 -6.16677 0.026 -0.150 0.042
C 1.23496 -3.08324 -6.79984 0.011 0.015 -0.165
C 0.82317 -1.99062 -6.06307 -0.023 0.010 0.125
H 2.69149 3.64737 -2.24110 0.144 0.014 0.016
H 2.59286 1.96430 -2.78661 0.128 -0.046 0.074
H 2.10358 2.40457 -1.13946 0.117 -0.036 0.067
H 0.68798 3.27573 -3.70760 -0.076 -0.057 -0.151
H 0.22435 3.75605 -2.07936 -0.143 -0.022 0.026
H -2.60744 2.38896 -3.52884 0.093 0.039 -0.061
H -2.45949 2.75412 -1.81614 0.075 0.126 0.027
H -3.38323 0.09089 -2.99592 -0.055 -0.148 0.027
H -4.38476 1.24408 -2.09978 -0.122 -0.048 -0.020
H -3.09377 0.37102 -1.27631 -0.077 -0.133 0.051
H -0.17032 0.57104 -5.23940 -0.014 0.031 -0.283
H -1.65487 -2.56153 -2.44175 0.023 0.161 -0.049
H -1.95492 -1.94530 -0.82018 -0.005 0.156 0.003
H -0.10505 -4.25789 -1.55419 0.145 -0.135 -0.056
H -1.62128 -4.35414 -0.67055 -0.018 -0.057 0.018
H -0.23056 -3.56759 0.06637 0.029 -0.137 0.065
H 2.03121 -0.40074 -0.02740 -0.064 0.067 -0.061
H 2.73760 -0.44816 -1.63849 -0.076 0.108 -0.082
H 2.08946 -2.90201 0.06657 0.069 -0.119 0.045
H 3.70035 -2.20249 -0.13949 -0.020 -0.059 0.024
H 2.88494 -2.93152 -1.51489 0.014 -0.133 -0.061
H 1.25620 -3.23239 -2.97214 0.040 -0.121 0.109
H 1.99218 -5.19490 -4.27508 0.037 -0.069 0.022
H 1.98537 -5.09350 -6.74437 0.015 -0.056 -0.074
H 1.22046 -3.03546 -7.87979 0.019 0.004 -0.085
H 0.49490 -1.09579 -6.56730 -0.057 0.129 -0.081
S -4.90833 6.82132 1.29916 -0.409 0.255 -0.109
C -3.57279 5.92097 1.61513 0.379 -0.249 0.046
S -3.05381 5.51472 3.22283 0.463 -0.266 -0.710
C -1.58455 4.57175 2.79173 -0.573 0.465 -0.682
C -1.35838 4.51211 1.44391 -0.711 0.186 0.091
S -0.04752 3.69164 0.66663 0.142 -0.815 -0.529
S -2.53542 5.28744 0.38001 -0.057 0.044 0.661
S -0.68512 3.86988 4.00016 0.339 -0.046 1.260
C -2.27122 0.58816 4.04331 -0.119 0.129 -0.296
N -0.96924 0.30569 4.59553 -0.009 0.091 0.131
C -0.95912 -0.45294 5.82666 0.198 -0.060 0.188
C 0.27936 -0.10558 6.63256 -0.012 -0.051 -0.188
C 1.49298 -0.36667 5.75991 -0.151 -0.045 0.222
N 1.35743 0.33683 4.50833 0.166 0.196 0.167
C 2.57926 0.56181 3.77570 0.013 0.094 -0.262
C 0.16555 0.64620 3.94899 -0.215 0.010 -0.124
O 0.14217 1.25474 2.86392 0.222 -0.396 0.123
H -2.80256 1.30630 4.67141 0.019 0.024 -0.054
H -2.85018 -0.33659 3.96835 0.033 -0.028 -0.016
H -2.16739 1.02301 3.04902 -0.090 -0.022 0.246
H -0.96660 -1.52751 5.59685 -0.104 0.036 0.043
H -1.86371 -0.20975 6.38979 0.037 -0.002 -0.095
H 0.32563 -0.70718 7.53913 0.009 0.001 0.043
H 0.24844 0.95171 6.89976 -0.009 0.009 0.088
H 1.59902 -1.44332 5.56911 0.078 0.012 0.043
H 2.40187 -0.00717 6.25291 -0.039 -0.080 -0.061
H 3.26436 1.16933 4.37117 0.027 -0.040 -0.005
H 2.34707 1.09658 2.85791 0.092 -0.032 0.086
H 3.05365 -0.39364 3.52885 0.022 0.014 0.013
Se 0.02390 -2.54600 2.87815 0.291 -1.271 1.032
C -0.25256 -1.36416 1.66211 -0.299 1.085 -1.185
N -0.43101 -0.55513 0.82644 -0.296 0.481 0.301

19
Properties=species:S:1:pos:R:3:forces:R:3 method="wB97M-V/def2-TZVPD" de_lowest_kcal_mol=107.5 e_homo_ev=-8.32 fmax_ev_per_a=6.2 total_charge=0 total_energy_ev=-13429.1937 homo_lumo_gap_ha=0.333 e_lumo_ha=0.027
C 0.33188 -0.32790 -0.24645 1.779 2.720 -0.321
C -0.64455 0.74979 -0.41033 -5.089 -2.654 2.332
C 0.72766 -0.75576 1.14431 -0.125 0.515 0.389
C -2.08945 -0.08019 0.23594 0.198 1.933 -0.659
N 1.93782 1.82722 0.24049 -0.043 -0.771 -0.698
N 0.32791 -1.33773 -1.18938 0.215 -0.507 -0.615
O 1.38843 1.05556 -0.84373 1.157 -1.521 0.603
O -2.56801 -1.05842 -0.57218 -0.029 0.100 -0.034
O -2.71348 0.26527 1.21378 0.814 -0.190 -0.470
H -3.47976 -1.24314 -0.26598 0.473 -0.034 0.056
H 1.80708 2.79957 -0.04191 -0.117 -0.216 0.016
H 2.94143 1.65467 0.17035 -0.137 0.129 0.148
H 0.14268 -2.27254 -0.84892 0.559 0.275 -0.064
H 0.89887 -1.26758 -2.01993 -0.302 0.215 0.125
H -0.58394 1.55487 0.31657 0.244 0.043 -0.305
H -0.95456 0.98610 -1.42443 0.410 0.048 0.091
H 0.17306 -0.23097 1.92644 -0.021 0.070 -0.217
H 1.77943 -0.49426 1.30055 -0.100 -0.208 -0.110
H 0.57748 -1.82454 1.31481 0.114 0.051 -0.267

17
Properties=species:S:1:pos:R:3:forces:R:3 method="wB97M-V/def2-TZVPD" de_lowest_kcal_mol=45.1 e_homo_ev=-14.08 fmax_ev_per_a=2.9 total_charge=+1 total_energy_ev=-27461.5698 homo_lumo_gap_ha=0.332 e_lumo_ha=-0.186
C 1.62426 -0.99148 -0.64278 -1.252 0.920 0.588
C -3.04558 -0.02786 0.71842 -1.974 1.351 0.005
C 1.86252 0.47530 -0.83443 0.027 -0.509 1.809
C -1.89630 -0.33042 -0.14922 0.679 -1.340 -0.191
N -0.70832 -0.59290 0.23361 -0.232 -0.112 0.230
S 2.40368 -1.80932 0.53231 0.129 0.564 0.669
S 2.67984 1.37357 0.47144 0.488 -0.129 0.115
H -3.09436 1.12702 0.73295 -0.480 -1.698 -0.116
H -3.01712 -0.33896 1.75681 0.835 -0.085 0.194
H -4.02626 -0.49963 0.38272 1.255 1.010 -0.164
H 2.38844 0.31315 -1.71192 1.838 0.780 -2.101
H 1.08927 1.15991 -1.04760 -1.621 -0.154 -0.613
H -2.06252 -0.44536 -1.22015 -0.182 0.557 -0.063
H -0.69684 -0.64209 1.25464 0.291 0.220 0.081
H 1.08329 -1.45437 -1.46717 0.261 -0.324 0.350
H 2.74710 -0.54868 1.24100 -0.414 -1.292 -0.800
H 3.87868 0.81072 0.29840 0.353 0.241 0.006

18
Properties=species:S:1:pos:R:3:forces:R:3 method="wB97M-V/def2-TZVPD" de_lowest_kcal_mol=17.2 e_homo_ev=-5.71 fmax_ev_per_a=3.9 total_charge=0 total_energy_ev=-12018.7507 homo_lumo_gap_ha=0.174 e_lumo_ha=-0.036
O -0.70276 0.92050 -0.57847 0.992 0.109 -0.981
C 0.05175 1.06092 -1.53677 1.164 0.928 2.076
O -0.43456 1.70782 -2.57789 -1.496 0.692 -2.165
C -0.37887 1.15831 -3.90789 0.541 -0.063 0.473
C 1.62501 0.74324 -1.51110 -3.118 -1.723 1.593
H 2.03989 0.56318 -2.52209 -0.172 0.354 -0.045
C 2.40383 1.82765 -0.75940 -0.009 0.437 0.015
H 2.80346 2.61387 -1.41629 -0.012 -0.164 0.028
H 1.75485 2.33547 -0.02896 0.171 -0.290 -0.062
H 3.23484 1.34921 -0.21965 -0.218 0.057 -0.224
C -1.64426 1.55073 -4.62945 -0.226 -0.048 -0.289
H -0.28840 0.06627 -3.83368 0.045 0.214 -0.090
H 0.50751 1.54596 -4.42379 -0.082 -0.038 0.070
H -2.48952 0.92578 -4.31260 0.176 0.255 -0.018
H -1.49511 1.40907 -5.70830 -0.124 0.023 0.182
H -1.88998 2.60513 -4.44816 0.112 -0.275 -0.029
Cs 0.18038 -1.48376 2.47043 0.261 0.505 -1.108
O 1.43281 -0.42716 -0.80343 1.995 -0.974 0.573

47
Properties=species:S:1:pos:R:3:forces:R:3 method="wB97M-V/def2-TZVPD" e_homo_ev=-7.92 fmax_ev_per_a=0.8 smiles="COc1ccc2c(c1)c(CC(=O)OCC(=O)O)c(C)n2C(=O)c1ccc(Cl)cc1" total_charge=0 total_energy_ev=-48367.9306 homo_lumo_gap_ha=0.303 e_lumo_ha=0.012
C 0.23968 -5.31842 -1.29779 0.135 -0.122 -0.037
O -0.75746 -4.39249 -0.94573 -0.189 0.173 0.052
C -0.39061 -3.23034 -0.33168 -0.155 0.167 0.111
C 0.92642 -2.89658 -0.00111 -0.002 -0.251 -0.136
C 1.23210 -1.69554 0.61537 -0.024 0.050 0.070
C 0.20260 -0.81360 0.88856 -0.227 -0.670 -0.323
C -1.13464 -1.16420 0.60745 0.513 0.080 0.047
C -1.43198 -2.36534 -0.01453 0.230 -0.146 -0.068
C -1.95489 -0.09890 1.10995 0.248 0.211 0.475
C -3.43418 0.00933 0.89078 0.290 0.202 -0.189
C -3.52505 0.69749 -0.44916 -0.376 -0.287 -0.023
O -3.59312 0.16088 -1.52009 0.018 0.011 -0.048
O -3.44019 2.03792 -0.30126 0.073 0.326 0.143
C -3.21087 2.76272 -1.48948 -0.061 -0.134 -0.323
C -1.80534 2.50452 -2.01362 0.089 -0.128 0.244
O -0.94252 1.92088 -1.42109 0.075 -0.063 0.136
O -1.64588 3.03202 -3.22578 -0.173 0.319 -0.572
C -1.13210 0.83290 1.66725 -0.531 -0.120 0.059
C -1.47406 2.13208 2.29541 -0.010 0.016 0.069
N 0.19538 0.42587 1.52478 -0.288 0.058 0.073
C 1.29944 1.18796 1.87214 0.319 0.196 0.148
O 1.29090 1.97326 2.79374 0.004 -0.148 -0.087
C 2.48057 1.02432 0.98159 0.281 0.258 -0.149
C 2.31226 1.00532 -0.40180 0.077 0.025 0.215
C 3.41622 0.93987 -1.22974 0.107 0.009 -0.038
C 4.68674 0.89040 -0.67355 -0.228 0.016 0.153
Cl 6.06451 0.78950 -1.71047 0.150 -0.010 -0.113
C 4.86806 0.93070 0.70061 0.058 -0.028 -0.076
C 3.76108 1.01203 1.52430 -0.264 -0.024 -0.020
H 0.96063 -4.88863 -2.00102 -0.013 -0.011 0.036
H 0.77095 -5.69504 -0.41723 -0.004 0.023 -0.038
H -0.28310 -6.14321 -1.77994 0.089 0.030 0.026
H 1.73339 -3.57764 -0.21788 0.055 -0.082 -0.037
H 2.25640 -1.47668 0.87219 0.054 -0.031 -0.010
H -2.44244 -2.64619 -0.26047 -0.164 -0.043 -0.054
H -3.88616 -0.97883 0.83263 -0.077 0.073 -0.023
H -3.91169 0.61032 1.66162 -0.055 -0.047 0.000
H -3.32100 3.82065 -1.24321 0.021 -0.118 -0.051
H -3.92857 2.48370 -2.26963 0.134 0.121 0.135
H -0.75332 2.85645 -3.56587 -0.109 -0.075 0.308
H -1.19563 2.13492 3.34831 -0.010 0.067 -0.014
H -0.92476 2.93860 1.81176 -0.028 0.109 0.011
H -2.53752 2.32597 2.19741 -0.050 0.004 -0.036
H 1.31977 1.05517 -0.82422 -0.104 -0.029 -0.058
H 3.29818 0.92497 -2.30179 0.011 0.002 -0.095
H 5.86315 0.90452 1.11593 0.091 -0.008 0.008
H 3.87862 1.05644 2.59639 0.020 0.029 0.100